Entry from OMol25: a structure of composition C16H24ClFeIN2O2P (ωB97M-V with the def2-TZVPD basis set).

XYZ file:
```
48
Properties=species:S:1:pos:R:3
C -0.167 -3.715 -2.591
I 1.600 -2.611 -1.799
H -1.194 -3.467 -2.292
H 0.124 -4.702 -2.236
H -0.036 -3.650 -3.670
Fe -0.139 -1.026 -1.330
P -0.079 1.042 -2.333
C 1.469 1.592 -3.089
C -1.222 0.759 -3.703
H -1.617 2.227 -0.897
H -0.988 3.252 -2.230
H 0.047 2.905 -0.797
C -0.721 2.499 -1.472
H -2.237 0.658 -3.301
H -1.150 1.634 -4.364
H 1.220 2.327 -3.868
H 1.996 0.737 -3.534
H -0.943 -0.165 -4.231
H 2.112 2.056 -2.328
C 1.082 -0.064 -0.166
O 2.082 0.431 0.181
Cl -2.192 -0.759 -0.676
C -0.486 -1.031 6.497
N -0.714 -1.131 5.072
N 0.267 -1.174 4.142
C -0.311 -1.232 2.859
O 0.380 -1.274 1.812
C -1.730 -1.237 3.102
C -1.929 -1.155 4.467
C -3.188 -1.148 5.249
C 1.643 -1.170 4.440
C 2.203 -2.030 5.393
C 3.569 -1.994 5.633
C 4.395 -1.114 4.912
C 3.836 -0.258 3.945
C 2.461 -0.280 3.720
H 0.556 -0.810 6.721
H -0.757 -1.954 7.031
H -1.127 -0.227 6.876
H -2.462 -1.242 2.337
H -3.317 -2.030 5.898
H -3.254 -0.269 5.907
H -4.045 -1.130 4.561
H 1.552 -2.709 5.942
H 4.003 -2.667 6.371
H 5.474 -1.106 5.071
H 4.465 0.412 3.340
H 1.995 0.385 2.986
```

Calculated values
2S+1: 6
LUMO energy (spin up / spin down): -5.83 / -9.04 eV
net charge: +2
calculated total energy: -88339.6594 eV

=====

Entry from OMol25: an isolated molecule of C6H12N2 (ωB97M-V with the def2-TZVPD basis set).

XYZ file:
```
20
Properties=species:S:1:pos:R:3
C 1.292 2.294 -0.321
C 0.510 1.069 -0.679
C 0.811 -0.214 -0.335
C 1.974 -0.660 0.508
N -0.042 -1.194 -0.739
C -1.271 -1.075 -0.266
C -1.671 -0.433 1.046
N -2.217 -1.878 -0.849
H 1.802 2.209 0.641
H 0.621 3.156 -0.249
H 2.043 2.514 -1.088
H -0.214 1.221 -1.477
H 2.752 -1.088 -0.135
H 2.434 0.147 1.084
H 1.669 -1.430 1.223
H -2.006 0.591 0.855
H -0.849 -0.414 1.763
H -2.496 -0.981 1.512
H -1.954 -2.203 -1.772
H -3.188 -1.632 -0.722
```

Calculated values
SMILES: C/C=C(C)/N=C(\C)N
LUMO energy: 0.97 eV
calculated total energy: -9396.1261 eV
energy above the lowest of the compared OMol25 structures with the same formula, charge and spin: 16.7 kcal per mole

=====

Entry from OMol25: a cluster of 17 separate species, C34H102O30 in total (ωB97M-V with the def2-TZVPD basis set).

XYZ file:
```
166
Properties=species:S:1:pos:R:3
C 2.196 3.158 -4.679
C 1.023 3.505 -3.715
O -0.240 3.139 -4.391
O 3.418 2.882 -4.043
H 2.173 4.084 -5.374
H 1.837 2.319 -5.198
H 0.964 4.563 -3.460
H 1.051 3.036 -2.768
H -0.993 3.608 -4.046
H 3.648 3.618 -3.461
C -4.451 3.733 2.247
C -4.938 2.811 1.148
O -5.045 3.394 -0.153
O -5.352 4.630 2.785
H -3.515 4.231 2.009
H -4.151 3.016 3.025
H -5.935 2.495 1.517
H -4.258 1.937 1.288
H -5.560 2.776 -0.664
H -5.359 5.348 2.167
C -1.954 -4.131 0.743
C -1.671 -4.437 -0.708
O -0.291 -4.200 -0.895
O -3.397 -4.153 0.886
H -1.551 -3.089 0.937
H -1.504 -4.837 1.463
H -2.199 -3.721 -1.357
H -1.901 -5.495 -0.977
H 0.013 -4.439 -1.797
H -3.474 -3.319 1.403
C -0.942 3.281 -0.602
C -0.506 4.740 -0.496
O 0.879 5.004 -0.977
O -0.393 2.330 0.224
H -0.907 2.916 -1.666
H -2.019 3.368 -0.300
H -0.597 5.147 0.516
H -1.134 5.269 -1.227
H 1.481 4.383 -0.521
H 0.505 2.635 0.442
C 1.109 -0.831 0.069
C 0.040 -0.708 1.158
O -1.268 -1.040 0.638
O 1.444 -2.190 -0.074
H 1.995 -0.367 0.365
H 0.741 -0.308 -0.837
H -0.051 0.258 1.581
H 0.331 -1.356 1.951
H -1.407 -0.561 -0.202
H 0.787 -2.820 -0.338
C 6.529 1.087 -2.291
C 7.313 1.899 -3.281
O 6.501 2.812 -3.987
O 5.661 1.791 -1.438
H 7.381 0.694 -1.685
H 5.954 0.294 -2.803
H 7.803 1.231 -3.920
H 8.072 2.428 -2.697
H 5.858 2.314 -4.509
H 5.271 2.485 -1.944
C -4.695 -1.591 3.769
C -3.853 -0.715 2.936
O -3.545 -1.374 1.697
O -3.994 -2.640 4.401
H -5.537 -1.948 3.117
H -5.312 -1.009 4.491
H -2.913 -0.569 3.455
H -4.443 0.138 2.676
H -2.626 -1.108 1.369
H -3.603 -3.254 3.760
C -5.267 0.924 -2.546
C -4.572 2.120 -3.067
O -3.319 2.284 -2.339
O -6.107 1.310 -1.434
H -4.541 0.248 -2.195
H -6.067 0.565 -3.253
H -5.171 3.086 -3.062
H -4.219 1.952 -4.092
H -3.547 2.733 -1.489
H -6.005 0.526 -0.851
C 4.416 2.850 1.337
C 3.635 4.118 1.088
O 2.231 3.937 1.219
O 3.879 1.668 0.736
H 4.436 2.533 2.406
H 5.426 3.032 0.981
H 3.813 4.489 0.089
H 3.877 4.774 1.915
H 1.932 3.578 2.080
H 4.149 1.724 -0.186
C -0.245 -0.457 5.575
C 0.131 -0.449 7.042
O 1.076 -1.446 7.368
O 0.723 -0.143 4.574
H -1.130 0.204 5.436
H -0.619 -1.497 5.319
H -0.835 -0.634 7.544
H 0.544 0.533 7.345
H 0.976 -2.246 6.789
H 1.201 -0.953 4.255
C 3.338 -0.458 -2.927
C 3.104 -1.884 -3.178
O 2.233 -2.049 -4.274
O 3.914 0.177 -4.033
H 4.064 -0.304 -2.163
H 2.436 0.069 -2.668
H 2.720 -2.242 -2.257
H 4.099 -2.389 -3.395
H 2.659 -1.521 -4.956
H 3.616 1.051 -4.056
C -0.153 -0.154 -3.932
C -0.904 -0.982 -2.956
O -1.577 -0.173 -1.999
O -1.183 0.543 -4.579
H 0.493 -0.724 -4.581
H 0.459 0.605 -3.425
H -0.354 -1.744 -2.417
H -1.654 -1.502 -3.638
H -2.108 0.486 -2.495
H -0.970 1.466 -4.406
C 0.201 -3.815 4.121
C 1.511 -3.768 3.397
O 2.237 -2.607 3.647
O 0.374 -3.680 5.512
H -0.214 -4.775 3.796
H -0.472 -3.009 3.784
H 1.197 -3.708 2.264
H 2.022 -4.692 3.640
H 2.704 -2.313 2.844
H 0.634 -4.515 5.891
C 5.575 -1.092 1.907
C 4.790 -1.812 0.895
O 3.603 -2.289 1.478
H 6.528 -0.668 1.522
H 5.753 -1.684 2.734
H 5.042 -0.124 2.163
H 5.301 -2.646 0.396
H 4.649 -1.130 -0.016
H 2.863 -2.289 0.817
C -7.850 -1.983 -0.663
C -6.346 -2.143 -0.489
O -5.778 -0.912 -0.006
H -8.232 -2.982 -1.023
H -7.985 -1.231 -1.451
H -8.268 -1.745 0.306
H -5.853 -2.365 -1.465
H -6.183 -2.922 0.260
H -4.944 -1.139 0.448
C -0.483 3.819 4.552
C -0.199 2.869 3.370
O 1.082 2.300 3.292
H -0.023 3.385 5.509
H -1.554 3.946 4.719
H 0.066 4.807 4.457
H -0.236 3.521 2.501
H -0.938 2.058 3.188
H 1.123 1.519 3.808
C 2.908 -5.743 -4.088
C 1.521 -5.524 -4.662
O 0.860 -4.562 -3.807
H 2.820 -5.902 -3.048
H 3.426 -4.806 -4.275
H 3.377 -6.603 -4.573
H 1.016 -6.445 -4.791
H 1.704 -5.090 -5.630
H 1.142 -3.721 -4.233
```

Calculated values
LUMO energy: 0.08 eV
calculated total energy: -98330.0032 eV

=====

Entry from OMol25: a structure of composition C21H28AsIrN4O6S2Si (ωB97M-V with the def2-TZVPD basis set).

XYZ file:
```
64
Properties=species:S:1:pos:R:3
Ir -0.327 0.238 -0.652
O 4.163 -1.147 0.333
As 2.550 -0.991 1.036
O 2.179 -2.339 1.868
O 1.643 -0.764 -0.395
C 2.879 0.469 2.274
C 4.118 0.408 2.897
C 4.430 1.293 3.924
C 3.511 2.242 4.336
C 2.272 2.319 3.712
C 1.973 1.434 2.695
S 0.459 1.591 1.817
O 0.874 2.003 0.458
O -0.428 2.491 2.488
O -0.033 0.182 1.684
H 4.151 -0.744 -0.544
H 4.843 -0.332 2.586
H 5.399 1.231 4.402
H 3.757 2.924 5.139
H 1.534 3.055 4.004
C -3.541 -0.675 1.337
C -3.520 0.603 0.558
C -4.488 1.588 0.679
C -4.350 2.758 -0.067
C -3.273 2.947 -0.910
C -2.346 1.906 -1.010
N -2.515 0.771 -0.301
N -1.143 1.856 -1.656
Si -0.271 3.164 -2.448
C -0.173 4.675 -1.357
C 1.426 2.491 -2.805
C -1.169 3.577 -4.035
H -4.274 -1.366 0.916
H -3.806 -0.488 2.377
H -2.561 -1.149 1.303
H -5.318 1.452 1.357
H -5.088 3.544 0.037
H -3.133 3.870 -1.453
H 0.141 4.393 -0.351
H -1.125 5.204 -1.287
H 0.562 5.376 -1.760
H 1.995 2.379 -1.881
H 1.979 3.155 -3.473
H 1.362 1.510 -3.284
H -2.161 3.989 -3.841
H -1.291 2.684 -4.651
H -0.613 4.315 -4.618
C 2.377 -4.747 -0.027
C 0.976 -4.520 -0.461
C -0.010 -5.479 -0.442
C -1.290 -5.133 -0.876
N -1.568 -3.936 -1.386
C -0.599 -3.031 -1.425
S -0.855 -1.524 -2.233
N 0.632 -3.299 -0.923
C -2.425 -6.101 -0.776
H 2.531 -5.799 0.199
H 2.579 -4.123 0.850
H 3.065 -4.444 -0.818
H 0.213 -6.473 -0.083
H 1.267 -2.478 -0.840
H -2.089 -7.128 -0.910
H -3.190 -5.856 -1.507
H -2.868 -6.023 0.219
```

Calculated values
2S+1: 5
LUMO energy (spin up / spin down): -0.27 / -1.74 eV
calculated total energy: -133702.8615 eV
energy above the lowest of the compared OMol25 structures with the same formula, charge and spin: 18.2 kcal per mole

=====

Entry from OMol25: an isolated molecule of C4H8O2 (ωB97M-V with the def2-TZVPD basis set).

XYZ file:
```
14
Properties=species:S:1:pos:R:3
C 1.000 -0.768 -1.312
C -0.097 -0.206 -0.421
O -0.820 -1.262 0.192
C 0.518 0.613 0.705
C -1.614 1.346 1.252
O -0.452 0.985 1.708
H 0.559 -1.347 -2.130
H 1.622 0.026 -1.740
H 1.634 -1.438 -0.721
H -0.775 0.444 -0.985
H -1.627 -1.407 -0.311
H 0.993 1.522 0.325
H 1.257 0.017 1.244
H -2.198 1.474 2.192
```

Calculated values
LUMO energy: 0.88 eV
calculated total energy: -8369.3573 eV
energy above the lowest of the compared OMol25 structures with the same formula, charge and spin: 90.5 kcal per mole

=====

Entry from OMol25: an isolated molecule of C5H13N2O4P (ωB97M-V with the def2-TZVPD basis set).

XYZ file:
```
25
Properties=species:S:1:pos:R:3
C -2.464 2.961 -2.898
C -1.984 1.385 -3.150
C -1.055 0.931 -1.843
O -1.668 -0.182 -1.090
C -1.056 -0.119 0.246
N -0.617 -1.496 0.784
C 0.534 -1.127 1.743
O 0.215 -0.539 2.930
O 1.951 -1.335 1.408
P 2.770 -1.791 2.897
N 3.649 -3.303 2.465
O 3.890 -0.535 3.349
H -1.521 3.693 -2.879
H -2.937 2.998 -1.815
H -3.174 3.369 -3.736
H -1.285 1.386 -4.112
H -2.906 0.644 -3.263
H -0.913 1.919 -1.197
H -0.021 0.556 -2.303
H -0.053 0.528 0.245
H -1.797 0.340 1.049
H -1.409 -1.935 1.324
H 4.539 -3.403 3.004
H 3.020 -4.145 2.590
H 4.289 -0.800 4.251
```

Calculated values
SMILES: CCCOCNC(=O)OP(N)O
LUMO energy: 0.49 eV
calculated total energy: -25850.5231 eV
energy above the lowest of the compared OMol25 structures with the same formula, charge and spin: 108.6 kcal per mole